Record 1
{"formula": "C3H7N7", "method": "ωB97M-V/def2-TZVPD", "homo_ev": -8.03, "homo_lumo_gap_ev": 8.663, "e_tot_ha": -501.83368, "spin_multiplicity": 1, "smiles": "N/N=c1/nc(N)nc(N)[nH]1", "elements": ["N", "H", "H", "C", "N", "H", "C", "N", "H", "H", "N", "N", "H", "C", "N", "N", "H"], "positions_angstrom": [[-1.147685, -0.318398, 2.251098], [-2.018603, 0.087658, 2.601372], [3.083856, -2.142170, -0.355448], [-0.807267, -0.051206, 1.017295], [2.014000, -0.565640, -1.116801], [-1.660941, 1.618492, -2.779159], [-1.170727, 0.809290, -1.025773], [2.752128, -1.239177, 0.006295], [1.105024, -0.899473, 1.177265], [-0.443537, -0.508380, 2.953444], [-2.057894, 1.381275, -1.866653], [0.410802, -0.409107, 0.613641], [-2.827816, 1.933849, -1.501682], [0.850617, -0.161193, -0.697687], [0.005839, 0.472000, -1.554851], [-1.641965, 0.585564, 0.207712], [3.554169, -0.593385, 0.069932]], "forces_ev_per_a": [[-1.2166, -0.1866, 2.8749], [0.5864, -0.2778, -0.4158], [-0.0392, 0.7072, 0.0114], [0.0738, 1.2924, -2.3784], [-0.2452, -0.5538, 1.1711], [-0.4340, -0.0062, 0.6430], [0.7606, -0.4673, -1.1873], [-0.0671, 1.0862, -0.8182], [-0.1498, 0.0206, -0.1199], [-0.1914, -0.0533, -0.3467], [-0.0161, 0.6964, -1.0146], [0.8515, -0.2091, -0.2954], [0.4153, -0.4097, -0.0943], [0.6053, -0.5236, -0.7616], [-0.8128, 0.3299, 0.9268], [0.0461, -0.4839, 1.6070], [-0.1668, -0.9613, 0.1980]], "mulliken_charge": [-0.363, 0.276, 0.231, 0.480, -0.663, 0.281, 0.558, -0.532, 0.371, 0.227, -0.368, -0.138, 0.258, 0.415, -0.607, -0.665, 0.238]}

---

Record 2
{"formula": "C32H46BrIrN3P2S", "method": "ωB97M-V/def2-TZVPD", "total_charge": 4, "homo_ev": [-16.84, -19.41], "homo_lumo_gap_ev": [4.741, 4.588], "e_tot_ha": -5168.72714, "spin_multiplicity": 6, "relative_energy_kcal_mol": 26.4, "elements": ["C", "H", "C", "H", "C", "C", "C", "C", "C", "H", "H", "C", "H", "H", "Br", "H", "C", "H", "C", "H", "H", "H", "H", "P", "H", "H", "H", "H", "C", "C", "C", "H", "C", "H", "H", "C", "S", "C", "H", "H", "H", "H", "Ir", "H", "H", "N", "C", "N", "C", "C", "C", "H", "C", "C", "C", "C", "H", "H", "P", "C", "H", "C", "H", "C", "C", "H", "H", "C", "H", "H", "H", "N", "H", "H", "H", "C", "H", "H", "H", "H", "H", "C", "C", "H", "H", "H"], "positions_angstrom": [[3.441156, 0.342111, -0.967732], [-0.841509, 4.861392, -1.092185], [2.128361, 2.384657, -0.848964], [4.041110, -3.252620, -0.655532], [-2.900855, -1.028215, -2.652170], [2.209327, -0.707201, 4.694821], [2.684044, -4.863612, -0.108863], [-0.145591, -1.895282, -4.761879], [-2.304980, 1.338386, -4.660849], [-0.542651, 0.224416, 3.300076], [-4.200793, -2.218886, -3.925025], [1.364843, -5.235887, 0.185858], [3.839583, -0.429500, -1.638688], [3.261645, 2.575078, 4.966529], [1.769833, 0.727130, -3.218628], [-3.569073, -0.157702, -2.565684], [2.743787, 1.626956, 5.134240], [-0.556859, -2.667405, -2.777801], [-0.584970, 2.000750, 2.049910], [0.452353, -2.785285, -5.012852], [0.312793, -1.021507, -5.233287], [-2.135307, 2.307947, -5.170928], [-0.451437, 1.716044, 4.172208], [-1.379908, 1.414566, 0.483402], [-0.316172, 1.329241, -3.915710], [-0.267272, 4.456500, 0.539895], [-2.268775, -1.134052, 1.575413], [-2.476052, 3.544003, 0.352091], [-4.228554, 0.529751, 0.042099], [3.992604, 0.580715, 0.249420], [2.075423, 1.465277, 6.343873], [-1.426762, 2.039871, -2.748514], [0.388147, -4.250417, 0.186873], [-1.145087, -2.044709, -5.176416], [-3.044414, -1.673909, -1.773871], [3.716194, 1.730767, 2.375074], [-1.296736, -4.400019, 0.644689], [-0.167039, -1.749983, -3.249761], [-3.559724, 2.175396, 1.200298], [-1.988366, 1.220442, 3.515611], [0.495493, 1.981030, 1.865442], [-2.456888, -2.581438, -4.119199], [0.049349, 0.105014, -0.633527], [2.571118, 3.705407, 0.813808], [1.084528, -6.248392, 0.447258], [-0.313237, -1.988137, 0.100565], [3.516601, 0.550035, 3.019159], [1.428821, 0.341620, 6.676370], [-0.921706, 1.243710, 3.309277], [-0.579389, 4.036538, -0.422729], [-1.395607, -2.631047, 0.551239], [-2.206314, 2.852466, -1.266854], [3.031202, -3.532623, -0.377423], [1.520528, -0.733061, 5.898500], [-1.328124, 1.220205, -3.486248], [2.070497, -2.532715, -0.268993], [1.586381, 3.072786, -1.523452], [0.271330, 3.532793, -0.852006], [-1.176036, -0.347863, -2.494530], [0.755474, -2.890808, -0.025050], [-3.109863, -2.614263, 1.681268], [-3.202169, 1.160872, 0.975290], [-2.086656, 0.554489, -5.408575], [2.874241, 0.488896, 4.294228], [-1.731944, 3.070374, -0.301027], [2.190519, -1.593559, 4.047481], [2.321187, -1.467530, -0.352120], [-3.189913, -1.778138, -3.958246], [-5.194771, 0.492184, 0.559877], [-0.869639, 3.056106, 2.170050], [3.933140, 2.666748, 2.872002], [-2.465226, -2.022889, 1.147644], [3.557999, -0.407862, 2.470647], [4.621023, -0.194372, 0.695984], [-3.980316, -0.504010, -0.214945], [2.751326, 2.739719, 0.327531], [-3.213304, 0.649251, 1.946588], [3.453108, -5.603458, -0.121798], [-4.403228, 1.116563, -0.866621], [-3.360469, 1.277044, -4.351023], [1.017317, -1.651925, 6.238903], [3.565527, 1.748182, 0.952586], [2.142698, 0.995977, -1.262299], [-3.160924, -1.102789, -4.829291], [0.843556, -1.580610, -2.857708], [2.070441, 2.274276, 7.074924]], "forces_ev_per_a": [[0.0403, -1.1260, 0.7881], [-0.0289, -0.0328, 0.2283], [-0.0985, 1.3902, 0.5446], [0.0256, -0.2077, 0.1675], [0.0855, 0.3204, 1.0245], [0.2237, 0.7729, 0.1166], [-0.8570, -0.6371, 0.0612], [0.1684, -0.0124, -0.3750], [-0.2577, -0.2339, -0.1589], [-0.0076, -0.3007, -0.1205], [0.4244, 0.2093, 0.1467], [-0.5916, 0.2323, 0.0514], [-0.3308, 0.2383, 0.3338], [-0.2775, -0.3926, 0.0966], [1.3792, 0.6307, 1.1219], [0.1563, -0.3803, 0.1719], [-0.0767, -1.0041, 0.5164], [-0.0678, 0.2548, -0.0481], [0.1958, -0.1100, -0.2526], [-0.1146, 0.3683, 0.0221], [-0.0360, -0.1460, -0.0723], [-0.1389, -0.4755, 0.4301], [-0.0157, 0.1279, -0.0216], [-2.2485, 2.3471, 0.2552], [-0.9171, 0.2847, 0.2915], [-0.1543, -0.0539, -0.1743], [-0.2158, 0.5389, -0.2260], [-0.0369, -0.3264, -0.2503], [-0.0990, -0.2219, -0.1163], [-0.8012, -0.8639, -1.5074], [-0.5156, 1.0021, 1.3701], [-0.0029, -0.4369, -0.4145], [0.1885, -0.9853, 0.4558], [0.5506, 0.1744, -0.0664], [-0.2683, 0.0405, -0.2727], [0.4319, 0.7707, -1.4771], [0.5386, 0.5462, -0.5594], [-0.1048, 0.3518, 1.0174], [0.3885, -0.2265, 0.0855], [-0.0387, 0.0274, 0.0442], [-0.0109, 0.1230, 0.0380], [-0.7089, 0.1335, 0.1482], [0.4786, -0.1233, -0.5029], [0.3680, -0.2149, -0.4311], [0.2712, -0.1056, -0.1546], [1.7433, -0.8937, 0.1557], [-0.2174, -1.1360, 0.2373], [2.0593, 0.4333, -3.0885], [0.0541, -0.2666, 0.5125], [0.2607, 0.2039, -0.3815], [-1.4180, -0.1720, 1.6966], [-0.0268, 0.2661, 0.2792], [-0.7345, 2.0182, -0.0577], [-0.9484, -1.6110, 1.0195], [1.1813, 0.1128, -0.3936], [1.5681, 0.0481, -0.4496], [0.7306, -0.4367, 0.8036], [-0.2832, 0.3214, 0.0704], [-1.2905, -0.1240, -2.0012], [-2.4082, 1.0282, 0.2785], [0.1307, 0.2339, -0.4379], [0.2673, -0.3698, 0.4796], [-0.2200, 0.4303, 0.3097], [-0.3127, 0.1281, 0.6421], [-0.1033, -0.1906, 0.0336], [0.0804, 0.3702, 0.5198], [-0.0125, -0.6443, -0.0978], [0.0862, -0.1765, -0.3080], [0.2025, 0.0877, -0.0302], [0.0172, -0.2655, -0.2174], [-0.7796, 0.1726, 0.3021], [1.7878, -1.4285, -0.6926], [-0.1456, 0.6738, 0.2150], [0.5498, 0.8761, -0.2633], [-0.0486, 0.2660, -0.0904], [-0.7457, 0.3785, -1.7042], [-0.0385, -0.0507, -0.1547], [0.3581, -0.5148, 0.0019], [0.1952, -0.1306, 0.1333], [0.3705, 0.0535, -0.2591], [0.1524, 0.4727, -0.1507], [0.3929, -0.9665, 2.4059], [0.8598, -0.5189, -1.8694], [-0.0296, -0.3995, 0.4390], [-0.1740, -0.4568, -0.1980], [-0.0040, -0.0904, -0.0151]], "mulliken_charge": [-0.773, 0.510, -0.980, 0.548, -0.080, -0.359, -0.721, -1.445, -1.503, 0.305, 0.446, -0.509, 0.703, 0.418, 0.142, 0.326, -0.451, 0.502, 0.130, 0.423, 0.280, 0.426, 0.372, 1.008, 0.184, 0.304, 0.023, 0.633, -1.293, -0.633, -0.557, 0.070, 0.756, 0.347, 0.427, -0.431, -0.121, -0.565, 0.651, 0.361, -0.465, 0.383, 2.825, 0.561, 0.521, 0.169, -0.548, 0.051, -1.379, -1.010, 0.034, 0.568, -0.641, -0.493, 0.068, 0.176, 1.025, -0.340, -0.715, -0.453, 0.320, -1.144, 0.327, 0.771, -1.299, 0.486, -0.174, -1.551, 0.504, 0.630, 0.639, -0.074, 0.258, 0.823, 0.180, -0.778, 0.625, 0.519, 0.290, 0.345, 0.414, 0.471, 0.057, 0.282, 0.433, 0.435]}

---

Record 3
{"formula": "C5H6N", "method": "ωB97M-V/def2-TZVPD", "total_charge": 1, "homo_ev": [-14.30, -16.91], "homo_lumo_gap_ev": [8.334, 8.423], "e_tot_ha": -248.37521, "spin_multiplicity": 3, "relative_energy_kcal_mol": 52.7, "elements": ["H", "C", "C", "N", "H", "H", "H", "H", "C", "C", "H", "C"], "positions_angstrom": [[-0.408494, 0.363830, -2.461944], [0.128152, -0.536734, 0.995262], [-0.373109, -2.342584, 0.097485], [-0.293723, -1.744553, -1.039802], [-0.113458, 0.236526, 1.793460], [1.221880, -0.582335, 1.241075], [-0.308631, 1.726469, -1.336147], [1.217690, 0.901075, -1.935714], [-0.009929, -0.476969, -0.648860], [0.179195, 0.736522, -1.552128], [-0.511741, -2.520295, 2.205655], [-0.466562, -1.901918, 1.326118]], "forces_ev_per_a": [[0.9496, 0.6036, 0.7690], [0.1144, 1.4692, 1.4136], [-1.7947, -5.8516, -3.9736], [0.8741, 2.6743, -0.0271], [-0.4252, -0.1224, -1.7504], [-0.4147, -0.4187, -0.5085], [0.6721, -1.1611, 0.7779], [-0.6019, -0.3525, 0.6796], [0.3898, 1.3011, 2.3047], [-1.5948, -1.3378, -1.8403], [-0.2143, 0.3476, 0.4294], [2.0456, 2.8484, 1.7258]], "mulliken_charge": [0.338, -0.402, 0.381, -0.378, 0.384, 0.359, 0.347, 0.317, 0.410, -0.943, 0.384, -0.196]}

---

It is found that the F_max values, taken in the order of the records, are 0.0608, 0.0727, 0.1419 Eh/bohr.